# 1
{"formula": "C42H89Cl3F8O", "method": "ωB97M-V with the def2-TZVPD basis set", "elements": ["C", "C", "C", "F", "F", "F", "F", "O", "C", "C", "F", "F", "F", "F", "H", "H", "H", "H", "C", "C", "C", "C", "C", "C", "H", "H", "H", "H", "H", "H", "H", "H", "H", "H", "H", "H", "H", "H", "C", "C", "C", "C", "C", "C", "H", "H", "H", "H", "H", "H", "H", "H", "H", "H", "H", "H", "H", "H", "C", "C", "C", "C", "C", "C", "H", "H", "H", "H", "H", "H", "H", "H", "H", "H", "H", "H", "H", "H", "C", "C", "C", "C", "C", "C", "H", "H", "H", "H", "H", "H", "H", "H", "H", "H", "H", "H", "H", "H", "C", "C", "C", "C", "C", "C", "H", "H", "H", "H", "H", "H", "H", "H", "H", "H", "H", "H", "H", "H", "C", "C", "C", "C", "C", "C", "H", "H", "H", "H", "H", "H", "H", "H", "H", "H", "H", "H", "H", "H", "C", "Cl", "Cl", "Cl", "H"], "coordinates": [[-2.025, -0.370, 0.072], [-1.636, 0.690, 1.176], [-1.080, -0.035, 2.398], [-1.831, -1.115, 2.781], [0.128, -0.520, 2.008], [-0.794, 1.635, 0.759], [-2.744, 1.270, 1.535], [-2.603, 0.342, -1.082], [-2.257, -0.114, -2.347], [-2.827, 0.832, -3.363], [-2.484, 0.369, -4.548], [-4.123, 0.868, -3.279], [-0.915, -0.001, -2.471], [-2.589, -1.400, -2.479], [-2.779, -1.088, 0.394], [-1.232, -1.040, -0.259], [-0.953, 0.658, 3.230], [-2.355, 1.810, -3.271], [11.732, 3.426, -4.786], [10.404, 2.876, -5.098], [9.244, 3.438, -4.248], [7.926, 2.714, -4.495], [7.760, 1.339, -3.841], [6.327, 0.830, -4.000], [11.978, 3.293, -3.732], [11.768, 4.513, -4.850], [12.481, 3.024, -5.468], [10.167, 3.174, -6.119], [10.445, 1.788, -5.046], [9.233, 4.497, -4.504], [9.449, 3.339, -3.182], [7.156, 3.375, -4.099], [7.772, 2.735, -5.574], [8.427, 0.651, -4.360], [8.054, 1.311, -2.792], [5.472, 1.332, -3.548], [6.014, 0.718, -5.038], [6.297, -0.128, -3.481], [-4.529, 8.085, -11.114], [-4.208, 7.342, -9.863], [-5.478, 7.139, -9.009], [-5.166, 6.886, -7.494], [-6.401, 6.455, -6.693], [-6.104, 6.503, -5.164], [-3.691, 8.052, -11.810], [-4.804, 9.111, -10.870], [-5.332, 7.536, -11.605], [-3.702, 6.403, -10.084], [-3.557, 7.996, -9.282], [-6.119, 6.355, -9.411], [-6.045, 8.067, -9.089], [-4.344, 6.176, -7.399], [-4.774, 7.825, -7.101], [-7.252, 7.058, -7.008], [-6.784, 5.489, -7.023], [-7.005, 6.398, -4.559], [-5.493, 5.665, -4.829], [-5.564, 7.392, -4.839], [9.307, -4.171, 6.253], [8.594, -3.295, 5.178], [7.714, -4.114, 4.232], [7.061, -3.319, 3.121], [5.937, -4.092, 2.382], [6.394, -5.168, 1.412], [9.794, -3.573, 7.024], [10.001, -4.879, 5.799], [8.553, -4.793, 6.735], [7.896, -2.639, 5.697], [9.200, -2.531, 4.693], [6.925, -4.599, 4.806], [8.363, -4.854, 3.763], [6.619, -2.383, 3.461], [7.744, -2.952, 2.354], [5.307, -4.532, 3.155], [5.318, -3.303, 1.953], [5.514, -5.632, 0.967], [6.959, -4.674, 0.621], [6.971, -5.926, 1.942], [-8.214, -7.570, 10.950], [-8.961, -6.561, 10.066], [-8.147, -5.290, 9.753], [-8.994, -4.065, 9.261], [-8.260, -2.726, 9.033], [-7.299, -2.827, 7.865], [-8.020, -7.262, 11.978], [-7.286, -7.826, 10.439], [-8.740, -8.519, 11.060], [-9.183, -6.969, 9.080], [-9.890, -6.247, 10.543], [-7.334, -5.467, 9.049], [-7.652, -4.994, 10.678], [-9.528, -4.323, 8.346], [-9.777, -3.899, 10.001], [-9.049, -1.997, 8.851], [-7.710, -2.441, 9.930], [-6.489, -3.519, 8.093], [-7.823, -3.172, 6.974], [-6.902, -1.854, 7.574], [-0.364, -7.346, 1.043], [-0.227, -8.813, 1.465], [1.198, -9.272, 1.078], [1.694, -10.586, 1.760], [3.149, -10.925, 1.512], [3.498, -11.236, 0.083], [0.350, -6.715, 1.573], [-1.350, -6.962, 1.304], [-0.402, -7.223, -0.039], [-0.446, -8.844, 2.532], [-0.973, -9.392, 0.920], [1.920, -8.537, 1.434], [1.415, -9.196, 0.013], [1.612, -10.364, 2.824], [1.016, -11.389, 1.472], [3.866, -10.171, 1.837], [3.477, -11.751, 2.142], [3.673, -10.312, -0.469], [4.250, -12.021, -0.003], [2.642, -11.680, -0.425], [0.848, 8.845, -4.186], [0.892, 8.474, -2.696], [-0.474, 8.591, -1.941], [-0.279, 8.302, -0.437], [-1.566, 8.502, 0.398], [-1.363, 8.615, 1.941], [1.788, 8.498, -4.615], [0.714, 9.922, -4.287], [0.046, 8.362, -4.743], [1.329, 7.476, -2.669], [1.664, 9.095, -2.241], [-1.265, 7.969, -2.361], [-0.795, 9.632, -1.959], [0.051, 7.296, -0.179], [0.398, 9.040, -0.005], [-2.036, 9.430, 0.074], [-2.160, 7.608, 0.206], [-0.816, 9.504, 2.254], [-2.323, 8.755, 2.439], [-0.903, 7.700, 2.312], [-9.021, 1.448, -0.753], [-8.410, 2.211, 0.788], [-10.758, 1.856, -0.892], [-8.661, -0.317, -0.742], [-8.469, 1.905, -1.574]], "e_homo_ev": -10.71, "smiles": "FC(F)C(F)(F)COC(F)(F)C(F)F.ClC(Cl)Cl.CCCCCC.CCCCCC.CCCCCC.CCCCCC.CCCCCC.CCCCCC", "de_lowest_kj_mol": 50.7, "total_energy_ev": -106351.0083}

# 2
{"formula": "C15H14CoN2O3S", "method": "ωB97M-V with the def2-TZVPD basis set", "elements": ["C", "C", "C", "C", "C", "Co", "C", "C", "C", "N", "H", "H", "H", "H", "H", "H", "H", "H", "H", "H", "O", "C", "N", "S", "O", "O", "C", "C", "C", "C", "C", "C", "H", "H", "H", "H"], "coordinates": [[1.037, -1.323, -3.317], [-0.360, -1.251, -3.569], [-1.042, -1.949, -2.529], [-0.062, -2.441, -1.624], [1.224, -2.048, -2.105], [0.135, -0.047, -1.515], [-1.438, 1.604, -2.427], [-0.292, 1.997, -2.996], [0.661, 2.523, -3.739], [1.476, 0.966, -1.203], [-2.124, -2.070, -2.436], [-0.825, -0.748, -4.421], [-0.255, -2.999, -0.707], [2.180, -2.258, -1.625], [1.825, -0.872, -3.922], [-2.109, 0.898, -2.932], [2.345, 1.514, -1.179], [-1.783, 2.044, -1.485], [0.408, 3.321, -4.451], [1.700, 2.190, -3.673], [0.246, -2.258, 1.197], [-0.015, -1.103, 1.441], [-0.064, -0.102, 0.494], [-0.293, 1.400, 1.397], [0.841, 2.341, 0.970], [-1.631, 1.959, 0.897], [-0.259, 0.691, 2.994], [-0.336, 1.309, 4.241], [-0.257, 0.500, 5.386], [-0.104, -0.894, 5.261], [-0.029, -1.486, 3.989], [-0.113, -0.669, 2.855], [-0.445, 2.381, 4.324], [-0.308, 0.950, 6.369], [-0.036, -1.512, 6.147], [0.099, -2.557, 3.894]], "s2": 6.049, "e_homo_ev": [-3.60, -4.13], "multiplicity": 5, "total_energy_ev": -73362.5804, "total_charge": -1}

# 3
{"formula": "C2H8NO", "method": "ωB97M-V with the def2-TZVPD basis set", "elements": ["N", "H", "H", "H", "H", "C", "C", "O", "H", "H", "H", "H"], "coordinates": [[1.776, -0.279, -0.732], [2.139, -0.994, -1.370], [1.051, 0.306, -1.144], [1.366, -0.669, 0.122], [2.517, 0.332, -0.381], [-1.110, -0.185, 1.421], [-1.244, 0.556, 0.331], [-0.856, 0.084, -0.947], [-1.244, 0.410, 2.316], [-1.105, -1.264, 1.465], [-1.591, 1.582, 0.343], [-1.700, 0.121, -1.424]], "e_homo_ev": -14.06, "de_lowest_kj_mol": 118.8, "total_energy_ev": -5733.6528, "total_charge": 1}

# 4
{"formula": "C22H20N3OPt", "method": "ωB97M-V with the def2-TZVPD basis set", "elements": ["Pt", "C", "C", "N", "C", "C", "C", "C", "C", "C", "C", "N", "C", "C", "C", "C", "C", "C", "C", "C", "N", "C", "H", "H", "H", "H", "H", "H", "H", "H", "H", "H", "H", "H", "C", "C", "C", "O", "C", "H", "H", "H", "H", "H", "H", "H", "H"], "coordinates": [[0.413, 0.078, 0.301], [0.953, -2.859, 3.476], [1.231, -1.813, 2.591], [0.336, -1.375, 1.713], [-0.910, -1.919, 1.696], [-1.244, -3.002, 2.511], [-0.272, -3.475, 3.423], [-2.532, -3.579, 2.360], [-3.442, -3.101, 1.420], [-3.150, -1.985, 0.662], [-1.921, -1.308, 0.840], [-1.523, -0.152, 0.254], [-2.178, 0.771, -0.500], [-3.571, 0.896, -0.664], [-4.095, 1.878, -1.485], [-3.258, 2.784, -2.119], [-1.851, 2.762, -1.919], [-0.986, 3.760, -2.425], [0.342, 3.725, -2.088], [0.818, 2.671, -1.302], [0.035, 1.691, -0.870], [-1.305, 1.746, -1.132], [1.717, -3.179, 4.171], [2.200, -1.331, 2.574], [-0.505, -4.306, 4.079], [-2.797, -4.436, 2.969], [-4.385, -3.611, 1.279], [-3.856, -1.667, -0.091], [-4.253, 0.278, -0.099], [-5.167, 1.965, -1.600], [-3.684, 3.559, -2.747], [-1.382, 4.555, -3.045], [1.031, 4.490, -2.421], [1.861, 2.612, -1.026], [4.230, 1.118, -0.950], [4.182, -0.266, -1.604], [2.811, -0.806, -1.236], [2.444, -0.103, 0.025], [3.479, 0.912, 0.345], [3.752, 1.871, -1.580], [5.251, 1.442, -0.758], [4.971, -0.908, -1.217], [4.293, -0.212, -2.685], [2.801, -1.869, -1.009], [2.047, -0.573, -1.978], [4.104, 0.483, 1.125], [2.963, 1.788, 0.735]], "e_homo_ev": [-18.45, -18.43], "de_lowest_kj_mol": 12.4, "total_energy_ev": -32875.8811, "total_charge": 3}

# 5
{"formula": "H43O21", "method": "ωB97M-V with the def2-TZVPD basis set", "elements": ["O", "H", "H", "O", "H", "H", "O", "H", "H", "O", "H", "H", "O", "H", "H", "O", "H", "H", "O", "H", "H", "O", "H", "H", "O", "H", "H", "O", "H", "H", "O", "H", "H", "O", "H", "H", "O", "H", "H", "O", "H", "H", "O", "H", "H", "O", "H", "O", "H", "H", "O", "H", "H", "O", "H", "H", "O", "H", "H", "O", "H", "H", "H", "H"], "coordinates": [[2.750, 0.819, -4.096], [-4.071, -1.198, 0.750], [0.917, 2.370, -2.896], [-0.525, -1.779, 4.178], [-1.123, -1.106, 3.852], [-0.838, -2.070, -4.523], [-3.785, -0.300, 0.866], [-3.790, 0.256, 1.661], [1.538, 2.880, 1.491], [-1.143, -3.721, 0.317], [-1.985, 4.826, 1.992], [-2.077, 1.571, 2.588], [-1.244, 0.126, 1.237], [-2.019, -0.101, 0.607], [-0.580, -0.754, 1.505], [-1.948, 4.202, 1.255], [-0.002, -4.048, -2.881], [-0.351, 4.713, -1.233], [1.203, -0.560, -0.412], [-0.608, 0.463, 0.547], [-2.746, 4.470, 0.768], [-0.913, -1.697, -3.634], [3.181, 0.374, -3.379], [2.314, 0.254, 4.411], [2.813, -1.808, -1.962], [-0.754, 2.699, -0.278], [3.225, -4.590, 0.504], [1.683, 2.354, 0.713], [-0.281, -4.065, -0.155], [-2.356, 0.015, -2.170], [0.147, -3.569, -1.968], [-0.093, -2.653, -2.216], [1.112, 0.223, -0.948], [0.177, -1.736, 1.700], [0.121, -2.605, 2.168], [1.342, -1.311, -0.943], [-1.119, 1.904, -0.643], [2.939, -2.770, -1.879], [-2.024, 2.197, -0.342], [0.110, 4.602, -0.347], [1.050, 4.402, -0.437], [-1.849, -1.707, -3.418], [1.299, 2.102, -2.047], [-1.644, 0.373, -1.191], [-0.892, -2.643, 4.378], [-3.872, 2.236, -1.093], [1.869, 0.492, -4.219], [4.723, -0.842, 1.314], [4.519, -1.515, 1.966], [2.384, 0.876, 2.987], [-2.378, -0.265, -1.232], [3.468, -1.374, -1.404], [4.540, -1.287, 0.473], [-2.992, 1.735, 2.340], [2.614, 2.361, 0.470], [0.792, -1.346, 2.346], [1.808, 0.369, 3.591], [-3.211, 2.616, 2.663], [-1.326, -3.627, -0.637], [3.280, -3.641, 0.202], [2.349, -3.386, 0.108], [2.040, 1.518, -2.066], [-4.053, 2.383, -0.169], [-3.712, 1.291, -1.128]], "e_homo_ev": -13.50, "de_lowest_kj_mol": 508.1, "total_energy_ev": -43687.5430, "total_charge": 1}